55
Properties=species:S:1:pos:R:3:forces:R:3 method="wB97M-V/def2-TZVPD" lumo_ev=2.4 orbital_gap_ha=0.280 homo_ev=-5.18 de_lowest_kj_mol=0.0 energy_ev=-92782.6086 charge=-1
O 2.212317 -2.373492 0.375449 0.06 -0.01 0.05
H -0.291995 1.138906 6.152754 -0.01 -0.01 0.01
S 2.876043 -1.193338 0.884850 -0.23 0.29 -0.24
H 1.044156 2.190031 2.158770 0.07 -0.04 -0.02
C -1.899282 1.484486 1.024967 -0.06 0.06 -0.01
H 0.295136 -4.314243 -7.180030 0.00 0.00 0.00
N 0.417406 -0.733816 3.459826 -0.01 -0.01 0.01
C -1.315829 3.642212 3.895475 0.01 0.01 0.02
C -0.311839 -2.294924 -3.940966 -0.07 0.00 0.01
C -2.997067 1.028467 0.262508 -0.04 -0.03 -0.08
N -1.765128 -0.382750 -1.262916 -0.11 0.18 -0.13
H 1.596184 0.303340 4.780043 0.01 0.00 -0.01
H 1.932589 -1.169481 2.780433 -0.02 -0.03 0.04
C -4.567526 2.199505 1.687323 0.06 0.00 0.01
C -3.491303 2.677348 2.454934 -0.12 0.00 0.01
O -1.102347 2.755203 2.822113 0.02 0.02 0.03
H -1.905325 -3.257175 -6.772212 0.00 0.00 0.00
C 1.139710 -3.611918 -5.336772 0.02 0.00 0.01
O 0.500244 -1.381363 -1.911736 -0.15 -0.05 -0.03
C -1.938147 -0.637982 3.791710 0.00 -0.04 -0.05
C 0.573566 0.043654 4.532923 0.02 -0.02 -0.02
In 0.033649 -0.645040 0.024352 0.03 -0.09 0.23
Cl 2.103725 4.025830 1.143143 -0.02 -0.10 0.11
H -5.130559 1.038655 -0.008257 0.01 -0.02 -0.02
C 2.043659 2.609682 2.216175 -0.03 0.21 0.04
C -2.839766 0.227991 -0.938949 0.05 -0.06 0.02
C -1.763097 0.148865 4.910204 -0.04 0.02 0.02
C -0.478632 0.505219 5.296596 0.02 0.03 0.03
H 2.103332 -4.074131 -5.510130 0.00 0.00 0.00
C -2.199627 2.338367 2.132097 0.03 0.00 -0.03
O -0.646470 1.222711 0.781853 0.05 -0.08 0.02
N -1.739168 -1.071736 -2.458286 0.21 -0.09 -0.01
C -1.110763 -3.154173 -6.043630 0.01 0.02 0.04
H -2.624968 0.498318 5.466929 0.00 0.00 -0.01
C -0.527379 -1.531735 -2.678069 -0.11 0.16 0.02
H -1.781991 4.573228 3.556310 0.00 -0.01 -0.01
H -2.285391 -1.964985 -4.685243 0.00 0.00 0.00
C -4.313441 1.399957 0.605475 0.06 0.03 0.04
O 2.883669 -1.254110 2.454317 -0.04 0.05 0.00
H -0.334324 3.857148 4.310323 -0.02 0.00 -0.01
H -2.923095 -0.906533 3.436883 0.00 0.00 0.00
H 1.700033 -2.773451 -3.428892 0.01 0.00 0.00
H -5.581012 2.474839 1.946471 0.00 0.01 0.01
H -1.945829 3.188577 4.668093 0.01 0.00 0.01
H 2.819002 1.923105 1.914763 -0.01 -0.10 -0.06
Cl 2.372751 3.075542 3.915869 -0.02 0.01 -0.09
C 0.125408 -3.747240 -6.272881 -0.02 0.01 0.00
S -1.034488 -2.133701 1.680917 0.05 0.02 -0.01
C 0.923731 -2.887114 -4.173135 0.02 -0.01 0.00
C -0.817539 -1.076753 3.077593 -0.02 0.03 0.04
C -1.330101 -2.430872 -4.882243 0.02 -0.02 -0.02
H -3.691853 3.316630 3.304226 0.01 -0.01 -0.02
O 1.969289 0.004011 0.584618 0.24 -0.31 0.03
O 4.227663 -0.950725 0.492752 0.01 0.01 0.04
H -3.694382 0.149007 -1.612482 0.01 -0.03 -0.01

51
Properties=species:S:1:pos:R:3:forces:R:3 method="wB97M-V/def2-TZVPD" lumo_ev=-0.1 smiles="O=C(O)c1cc(S(=O)(=O)N2CCOCC2)c(Sc2ccccn2)cc1Sc1ccccn1" orbital_gap_ha=0.304 homo_ev=-8.37 de_lowest_kj_mol=0.0 energy_ev=-69297.8704
C 3.469604 2.787189 0.592787 -0.19 -0.32 0.16
H -2.739006 1.520090 4.773676 0.01 0.05 0.13
H -4.802772 2.689008 3.978156 -0.04 0.04 0.04
C -4.533821 2.030599 1.948693 -0.02 -0.01 -0.02
H 0.249491 -2.504104 2.426043 -0.13 -0.10 0.05
H 4.245564 2.774676 1.359322 -0.07 -0.09 -0.04
C 1.109385 3.950522 -0.385139 -0.01 0.44 -0.29
H -5.407873 2.529028 1.561550 -0.08 0.03 -0.05
H 3.698540 2.035302 -0.177520 0.03 0.04 0.07
H -1.242700 -3.386317 -3.620007 -0.05 -0.01 -0.15
H 0.432596 -7.298906 -3.100712 0.01 -0.08 -0.02
C -3.056088 1.476617 3.744578 0.01 -0.05 -0.11
O -0.672828 2.664826 2.011435 0.25 -0.06 -0.05
O 3.491477 4.075557 0.028847 0.11 0.19 0.08
H 2.576818 5.238265 -1.330164 -0.08 -0.09 -0.04
O -1.351061 2.459316 -0.347784 0.00 -0.01 -0.37
C 0.285145 -1.820316 1.592437 0.02 0.15 -0.16
O 0.756944 -1.257453 -3.128165 -0.02 0.20 -0.53
C 0.332207 -0.083448 -0.545062 0.13 -0.28 -0.14
C 0.273854 -6.282103 -2.773711 -0.02 0.14 0.04
C -2.302967 0.782946 2.806162 -0.28 -0.38 0.00
S 1.322583 -3.927228 0.273207 0.16 -0.10 0.33
C 0.781596 -1.386069 -0.731112 -0.01 0.36 0.29
N -0.115377 -3.672689 -1.949475 -0.19 -0.33 0.20
H 0.367417 0.643885 -1.342622 0.09 -0.07 -0.19
H 0.884739 4.693178 0.393908 0.03 0.03 -0.09
H 0.340945 3.995191 -1.156294 0.10 0.17 -0.05
C 2.102972 2.469568 1.204565 0.53 0.02 0.29
O 2.397368 -2.391454 -2.157282 -0.19 0.24 -0.18
H -0.082800 -0.839509 -2.894221 0.10 -0.14 0.13
S -0.828416 -0.046188 3.322835 0.25 -0.21 0.38
H -3.924761 1.180144 0.057261 -0.12 0.11 -0.10
H 2.692014 3.508984 -1.784180 -0.02 0.07 0.01
H -0.956198 -5.724154 -4.454103 -0.05 -0.02 -0.09
C 0.843572 -5.832146 -1.599380 -0.01 0.15 -0.03
C -0.660113 -4.114409 -3.071783 -0.11 -0.26 -0.22
C 1.375005 -1.771364 -2.053104 0.39 0.25 0.44
C -0.167350 -0.517027 1.759701 -0.08 0.32 0.20
C -4.193084 2.118837 3.292583 0.10 -0.09 -0.04
C -3.718137 1.289593 1.112144 -0.37 0.17 0.03
N 1.095956 2.607959 0.170340 -0.78 -0.37 0.10
H 1.453594 -6.465296 -0.976014 0.07 -0.13 0.04
C 0.616794 -4.506909 -1.236405 -0.21 -0.01 0.07
S -0.436952 2.128279 0.701922 0.83 0.29 -0.24
C 2.500326 4.214342 -0.962107 -0.35 -0.04 -0.02
C 0.768019 -2.254219 0.366277 0.06 -0.13 -0.31
H 1.892024 3.152684 2.039324 0.07 -0.09 -0.03
H 2.079778 1.442025 1.572024 0.15 0.01 0.09
N -2.627459 0.672995 1.533586 -0.27 -0.22 0.30
C -0.499563 -5.408811 -3.530086 0.01 0.00 0.01
C -0.117001 0.358512 0.683070 0.24 0.23 0.04

48
Properties=species:S:1:pos:R:3:forces:R:3 method="wB97M-V/def2-TZVPD" lumo_ev=0.2 smiles="O=C(Nc1cc(-c2ccncc2)no1)[C@H](Cc1ccccc1)NCc1cncs1" orbital_gap_ha=0.341 homo_ev=-9.08 de_lowest_kj_mol=400.4 energy_ev=-44464.1457
C 4.855722 -0.518936 2.363160 0.52 -0.11 0.50
N 0.269885 1.020902 -0.633795 1.61 1.78 0.91
C 3.303601 0.022635 0.460387 0.31 -0.42 0.30
O -0.511331 3.156886 -1.650351 -0.48 -0.76 0.58
H 4.637787 -4.294021 1.568572 0.13 0.02 0.29
H -4.049119 0.209544 -2.719190 -0.03 0.24 -0.15
H 3.971553 0.883218 0.299804 -0.46 -0.16 0.02
C -1.040828 -1.584406 1.867859 0.44 0.03 0.47
C 1.997893 0.479323 1.112005 -1.22 -0.11 0.43
C 4.021224 -0.979201 1.335313 0.80 0.53 0.42
H -6.237753 0.185353 -3.896607 -0.06 -0.08 0.01
O 1.763837 2.629857 0.082772 -0.57 -0.62 -0.04
H 3.301319 -2.698992 0.325780 -0.34 -0.27 -0.45
C -2.413821 2.420275 -2.490397 1.90 -1.69 0.92
C -4.436784 1.130525 -3.153699 -0.11 -0.19 -0.09
C 4.697238 -3.245616 1.841549 0.14 0.16 -0.22
C -2.250981 -3.643293 1.345605 -0.24 1.29 0.36
C -3.732798 2.332978 -3.079227 -1.52 0.61 -0.91
N -3.068649 -2.628112 1.528832 0.64 -0.90 0.01
H -0.019875 0.061741 -0.531851 0.05 -0.09 0.16
N 1.108727 -0.662188 1.434489 0.12 0.57 -0.73
H -2.834188 -0.512008 2.099077 -0.32 -0.64 -0.27
H 6.171935 -1.085001 3.989470 0.24 0.08 -0.10
C -4.372829 3.462201 -3.624205 1.18 0.56 0.08
C 5.551286 -2.769522 2.834740 -0.24 -1.02 0.18
C -2.371548 -1.478897 1.873684 -0.78 -0.47 -0.55
C 3.938287 -2.352124 1.109782 0.19 0.45 0.24
C -0.591679 1.838738 -1.343419 -0.51 -0.38 -1.47
C 1.326382 1.500858 0.157078 0.16 -0.21 -0.09
H -6.054348 4.247864 -4.707367 -0.01 -0.11 0.02
C -5.676093 1.102495 -3.804473 0.31 1.61 -0.06
H -1.938442 0.253224 -1.929328 0.04 0.68 0.03
N -6.234428 2.206845 -4.343247 -0.05 -0.63 -0.06
H 4.998935 0.561833 2.569227 -0.36 -0.75 -0.26
H 2.205154 1.049522 2.031311 0.24 0.10 -0.27
H -0.610201 0.537026 1.927074 -0.21 0.07 -0.70
C -1.666370 1.315750 -1.952204 -1.70 -1.11 0.06
H -3.876895 4.430804 -3.603976 0.06 -0.23 0.14
S -0.538293 -3.237958 1.596925 -1.28 0.52 -0.41
C -0.154760 -0.415675 2.161026 1.44 -0.90 -0.23
H 3.113891 -0.452043 -0.506058 -0.18 0.17 -0.01
H -0.003471 -0.333994 3.220539 0.34 -0.11 0.91
C -5.583229 3.376497 -4.265178 -0.25 -1.32 0.44
H -2.586422 -4.645357 1.028065 0.34 0.70 0.33
H 6.132526 -3.478710 3.410496 0.05 0.01 0.00
C 5.603251 -1.433388 3.140363 -0.84 1.00 -0.60
H 1.590762 -1.455941 1.862393 0.13 0.60 -0.24
N -1.706060 3.488489 -2.342805 0.41 1.50 0.10

50
Properties=species:S:1:pos:R:3:forces:R:3 method="wB97M-V/def2-TZVPD" lumo_ev=-1.7 orbital_gap_ha=0.215 homo_ev=-7.60 de_lowest_kj_mol=391.6 energy_ev=-59869.5460
H -3.567674 0.239703 -3.775687 0.68 0.01 -0.09
C -0.882892 3.088870 -0.366923 1.71 -0.13 -1.22
C 2.026579 0.394440 3.362484 0.52 -0.32 -0.02
H -3.657231 1.906685 -3.218189 0.04 -0.01 -0.04
H -0.494716 2.194834 -4.354775 0.02 -0.04 -0.06
C 1.186559 -1.230954 1.819678 1.74 3.83 1.01
H -1.526029 -1.264465 1.757590 0.13 0.01 0.73
C 0.807114 -3.062269 0.175084 0.36 0.52 -0.18
H 1.840707 5.731111 -1.038119 -0.18 -0.22 0.21
H -0.124543 -0.002975 3.140573 0.73 -0.46 -0.24
C -1.025023 -2.180844 1.493841 0.88 -0.77 0.64
F -0.553705 -6.781904 0.734455 -0.99 0.84 0.08
O -1.832113 2.182967 -0.739786 0.20 -1.10 -0.61
C -1.491564 -5.832947 1.055691 -0.47 -0.99 -0.14
N -1.710136 1.132847 -3.042608 -0.26 -1.30 0.56
C 3.223187 -0.040973 2.838504 -1.51 0.62 -0.59
Cl -1.915795 -1.446950 -1.033163 -0.65 0.22 -0.53
C -3.129595 0.956367 -3.066314 -1.23 0.02 0.30
C -1.002019 -4.437156 0.802837 -0.75 -0.73 0.37
C -0.881381 1.177975 -4.223932 0.72 0.32 -0.25
H -2.706647 -3.496635 1.818160 0.42 -0.11 -0.13
H 1.635381 -2.753629 -0.485170 -0.08 -0.53 0.74
C -0.133176 5.329518 -0.287479 0.07 -0.08 0.56
C 0.896613 -0.244705 2.786507 -0.83 -0.87 -0.07
H 5.275204 -0.493900 3.002776 0.02 0.24 0.17
S 2.887030 -0.984265 1.417143 0.21 -1.22 0.84
B -1.176404 1.327965 -1.756968 1.95 3.66 0.81
C -1.067478 4.381689 0.115151 -0.26 -0.57 0.06
C 0.359271 -2.173170 1.168232 -1.53 0.33 -0.67
C 0.384220 2.743489 -0.936372 -2.12 1.07 0.60
H -0.364904 6.372474 -0.163554 0.06 0.22 0.27
H 2.420851 3.258097 -1.174088 0.34 0.18 -0.59
H -3.411557 0.591417 -2.068714 -0.25 0.17 -0.32
H 0.158827 -0.943979 -1.121233 0.24 0.81 0.55
F -2.630097 -6.096176 0.324998 0.92 -0.12 0.72
H 2.010386 1.127370 4.176245 -0.26 -0.45 -0.26
O 0.263228 1.699269 -1.754266 -0.99 -1.92 -0.32
H 4.955808 1.234769 2.789039 -0.10 -0.24 0.04
F -1.804248 -6.062210 2.378507 0.18 0.42 -1.38
H -1.362665 0.907409 -5.164312 -0.49 -0.15 0.36
H 4.681284 0.490172 4.358631 -0.33 -0.18 -0.29
C -0.622669 -0.395862 -0.535140 -0.15 -1.47 -1.34
H -0.005784 0.533745 -4.121756 -0.07 -0.04 0.03
H 0.420592 -4.977471 -0.779125 -0.19 0.54 0.93
C 0.111253 -4.229789 -0.015963 -0.14 -0.52 -0.31
C 1.438948 3.629316 -0.955475 0.00 -0.18 -0.09
H -1.907070 4.605241 0.757899 -0.37 0.33 -0.50
C -1.693002 -3.382226 1.425294 0.61 -0.33 -0.40
C 1.106623 4.959749 -0.797451 0.54 0.53 0.38
C 4.590456 0.317967 3.277246 0.92 0.16 -0.33